Entry 1:
This record from OMol25 describes a molecular structure, C34H31BrN8O6S2W. The level of theory is the ωB97M-V functional and the def2-TZVPD basis.

Last column: Mulliken charge in e.
Atoms and positions in Å:
W  0.09582  0.01637  -0.99142  0.7854
O  -0.72905  2.67037  2.24052  -0.8545
C  -0.25156  2.01484  1.30694  0.1285
N  -0.82035  0.99995  0.65619  -0.0118
C  -2.05738  0.52439  1.20455  -1.6344
C  -2.02714  -0.96758  1.11162  1.0433
C  -2.88139  -1.79060  1.83462  -1.1384
C  -2.77161  -3.16026  1.69992  -0.3389
C  -1.80246  -3.66728  0.84326  -1.1959
C  -0.99599  -2.78637  0.15404  -0.1253
N  -1.11013  -1.45691  0.27330  0.5675
C  1.13187  2.25150  0.81736  0.6962
C  1.94978  3.20576  1.39516  -0.7065
C  3.25864  3.30963  0.96800  -0.2932
C  3.70115  2.43764  -0.01914  -1.0523
C  2.82406  1.51676  -0.55510  -0.1526
N  1.54253  1.43034  -0.16109  0.2236
H  -2.93016  0.91901  0.66148  0.0920
H  -2.16491  0.84903  2.24284  0.7200
H  -3.60845  -1.34362  2.49968  0.5125
H  -3.41981  -3.82435  2.25752  0.4177
H  -1.66460  -4.73154  0.71332  0.4659
H  -0.21425  -3.12748  -0.51042  0.3916
H  1.52650  3.82402  2.17406  0.4996
H  3.92841  4.04252  1.39976  0.4292
H  4.72121  2.46204  -0.37675  0.4143
H  3.12769  0.82216  -1.32375  0.4639
O  1.17503  -0.82623  1.77059  -0.5235
N  2.33439  -1.39357  1.76977  0.2417
C  3.02134  -1.47295  2.93846  -0.2550
C  4.24992  -2.07141  3.03054  -0.7363
C  4.81801  -2.61279  1.87770  -0.3147
C  4.12452  -2.51733  0.69518  -0.8825
C  2.86420  -1.90314  0.61298  0.7263
S  2.03341  -1.80369  -0.89311  -0.4497
H  2.49472  -1.02111  3.76490  0.4365
H  4.74928  -2.10643  3.98822  0.3879
H  5.78759  -3.09177  1.90752  0.3646
H  4.53034  -2.91003  -0.22640  0.4288
C  -6.35242  2.45526  -6.67237  -1.4351
C  -5.03523  1.75474  -6.37244  0.5640
S  -5.34364  0.09912  -5.81401  1.3422
O  -6.01934  0.16486  -4.53758  -0.6822
O  -5.94158  -0.66755  -6.88006  -0.7176
C  -3.70182  -0.52544  -5.50788  -0.1944
C  -3.77912  -1.80563  -4.67763  -1.8060
N  -2.53743  -1.96455  -3.93226  0.2123
C  -2.30482  -1.30034  -2.78198  0.4801
N  -1.02309  -1.37580  -2.43537  0.7268
C  -0.40257  -2.13969  -3.37721  -0.9033
C  -1.31829  -2.49807  -4.31970  -0.3846
N  -1.09541  -3.25036  -5.50046  1.0546
O  0.00662  -3.74078  -5.64910  -0.6374
O  -2.01194  -3.33837  -6.31223  -0.6609
C  -3.38973  -0.62534  -2.02821  0.2855
H  -6.15807  3.47100  -7.01334  0.3947
H  -6.96703  2.50817  -5.77430  0.3262
H  -6.90691  1.92454  -7.44536  0.4156
H  -4.48112  2.24787  -5.57276  -0.6682
H  -4.39833  1.67119  -7.25436  0.4682
H  -3.17513  0.25569  -4.95243  0.1999
H  -3.21077  -0.68892  -6.46658  0.5863
H  -3.95119  -2.67475  -5.30031  0.3807
H  -4.58245  -1.72110  -3.94947  0.6925
H  0.64873  -2.36515  -3.34696  0.6034
H  -4.10751  -1.36093  -1.65514  0.5274
H  -3.92574  0.09055  -2.65378  0.0159
H  -2.94504  -0.07880  -1.20563  -1.1684
N  -5.23087  6.43247  -6.68535  -0.6116
C  -4.63407  5.72323  -6.00154  0.0799
C  -3.90630  4.83437  -5.14642  0.3053
C  -2.66027  4.33457  -5.54066  -0.5841
C  -1.96615  3.46985  -4.72270  -0.4248
C  -2.48224  3.07775  -3.46725  0.4585
C  -3.75019  3.57302  -3.09925  -0.4468
C  -4.44801  4.43292  -3.92190  -0.6021
C  -1.73162  2.22985  -2.62662  -0.5879
C  -1.08829  1.40770  -1.97813  0.1687
H  -2.24030  4.64090  -6.49030  0.4429
H  -0.99307  3.09614  -5.01382  0.5425
H  -4.16456  3.28072  -2.14368  0.5046
H  -5.41769  4.80845  -3.62084  0.4367
Br  1.45305  0.41824  -3.31916  -0.4714

Computed properties:
energy: -5641.20285 Ha
2S+1: 2
orbital gap (spin up / spin down): 0.1842 / 0.1758 Ha
E_HOMO (spin up / spin down): -3.508 / -3.276 eV
⟨S²⟩: 0.76
LUMO energy (spin up / spin down): 1.50 / 1.51 eV
charge: -1
maximum force: 0.3 eV/A

***

Entry 2:
This record from OMol25 describes 2 unconnected molecules or ions with the total composition C34H31F6N3O3. The level of theory is the ωB97M-V functional and the def2-TZVPD basis.

Last column: Mulliken charge in e.
Atoms and positions in Å:
C  5.48176  -3.53243  -2.86160  -1.2192
C  4.77877  -3.50352  -1.51829  -0.1995
O  3.34953  -3.17992  -1.69805  -0.2917
C  2.68149  -3.27981  -0.48208  0.3700
N  1.39876  -2.72993  -0.54390  0.1852
C  0.47024  -3.48811  0.10842  0.4163
C  -0.56275  -4.23637  -0.71976  -1.3666
O  0.40116  -3.62638  1.34085  -0.6129
O  3.25591  -3.73787  0.51983  -0.6260
H  6.56225  -3.59756  -2.68702  0.3773
H  5.19580  -4.42281  -3.43501  0.3043
H  5.29488  -2.62890  -3.45470  0.3131
H  4.90619  -4.47416  -1.00244  0.3041
H  5.19995  -2.70383  -0.88081  0.2930
H  -0.36301  -4.24601  -1.79242  0.3080
H  -0.58911  -5.26292  -0.34021  0.3716
H  -1.55946  -3.81910  -0.51776  0.3012
F  2.22134  5.61985  4.91397  -0.2829
C  2.07173  4.26346  4.96732  0.9702
F  2.85150  3.70035  3.98070  -0.2698
F  2.58261  3.82438  6.17603  -0.2433
C  0.65398  3.77684  4.79811  -1.0035
N  0.65666  2.30082  4.75511  0.6510
C  0.18333  1.65879  5.93594  -0.9377
C  -1.20438  1.57782  6.16725  0.0198
C  -1.67809  1.04288  7.36177  -0.7065
C  -0.77379  0.61089  8.34411  -0.3248
C  0.60672  0.74507  8.13915  -0.8179
C  1.08882  1.25502  6.93574  0.0878
C  0.80151  1.62019  3.56777  1.5917
C  1.15657  0.23989  3.61706  -0.8665
C  1.23518  -0.50651  2.45352  -0.5725
C  0.91479  0.07943  1.19721  -0.2060
C  1.12639  -0.69458  -0.01048  0.4836
C  0.31401  -0.47797  -1.18665  0.6173
C  0.80546  -0.87435  -2.45451  -0.7685
C  0.13339  -0.55807  -3.61288  -0.9149
C  -1.11086  0.11766  -3.53332  1.3746
N  -1.83279  0.42051  -4.65673  0.6872
C  -1.16313  0.54382  -5.95227  -0.9985
C  -0.70424  1.96749  -6.10802  0.9792
F  0.06666  2.20768  -7.20534  -0.2834
F  -1.79698  2.80998  -6.16329  -0.2478
F  0.01277  2.34155  -4.99347  -0.2632
C  -3.25215  0.37194  -4.67256  -0.8472
C  -3.98398  1.54740  -4.44873  0.1342
C  -5.37772  1.51418  -4.50512  -0.8201
C  -6.03797  0.30414  -4.75075  -0.3567
C  -5.30690  -0.86157  -5.02147  -0.7193
C  -3.91123  -0.82815  -4.99940  -0.0664
C  -1.65488  0.44385  -2.26930  -0.5344
C  -0.95477  0.16505  -1.11032  -1.1244
C  0.57833  1.46324  1.16634  -0.9482
C  0.55063  2.22698  2.31888  -1.1065
H  0.11237  4.08659  5.69583  0.3670
H  0.22588  4.23273  3.89592  0.3938
H  -1.87676  1.92971  5.37900  0.3966
H  -2.75563  0.94288  7.51048  0.3597
H  -1.15226  0.20298  9.28844  0.3733
H  1.31120  0.41850  8.90571  0.3603
H  2.15935  1.35846  6.74606  0.4606
H  1.37124  -0.23203  4.58383  0.4410
H  1.52704  -1.56354  2.47380  0.4217
H  2.18382  -1.07298  -0.10564  0.3423
H  1.71842  -1.46450  -2.50517  0.4328
H  0.53857  -0.87376  -4.57146  0.2811
H  -0.28912  -0.10646  -6.04137  0.3528
H  -1.89102  0.34921  -6.73886  0.3939
H  -3.43761  2.47078  -4.24853  0.4566
H  -5.93857  2.43204  -4.31994  0.3621
H  -7.13161  0.27734  -4.78064  0.3764
H  -5.81619  -1.80796  -5.22108  0.3660
H  -3.30621  -1.71408  -5.21322  0.4157
H  -2.63462  0.92656  -2.21733  0.5028
H  -1.35526  0.48672  -0.14646  0.7459
H  0.36721  1.94180  0.20871  0.5937
H  0.29888  3.28869  2.24552  0.2098

Computed properties:
energy: -2303.32811 Ha
orbital gap: 0.2465 Ha
E_HOMO: -7.768 eV
LUMO energy: -1.06 eV
maximum force: 3.2 eV/A

***

Entry 3:
This record from OMol25 describes a molecular structure, C34H31FeN7O2S3Te. The level of theory is the ωB97M-V functional and the def2-TZVPD basis.

Last column: Mulliken charge in e.
Atoms and positions in Å:
Fe  1.48249  0.06046  -0.24314  -0.1086
C  3.05164  -0.23579  5.49685  -0.6302
C  4.16355  -0.64326  4.76853  -0.5640
C  4.12248  -0.69618  3.38978  -0.8779
C  2.95606  -0.32981  2.68547  -0.1223
C  1.84691  0.07847  3.43568  0.4821
C  1.89729  0.12318  4.81654  -1.0269
N  2.90793  -0.32696  1.29608  1.0461
N  4.08808  -0.59127  0.74853  -0.8250
C  4.20957  -0.27733  -0.53192  0.3119
C  5.46157  -0.40442  -1.18651  -1.0192
C  5.61701  0.09697  -2.44554  -0.1628
C  4.53436  0.74328  -3.07336  -1.0799
C  3.32568  0.76144  -2.42929  -0.2801
N  3.12776  0.22485  -1.21087  0.4836
H  3.09202  -0.18432  6.57736  0.3923
H  5.07786  -0.90787  5.28567  0.3838
H  4.98355  -1.00758  2.82004  0.4267
H  0.96142  0.41581  2.93256  0.6608
H  1.02759  0.46507  5.36433  0.4408
H  6.26754  -0.87877  -0.64576  0.4959
H  6.56199  0.00460  -2.96484  0.3911
H  4.63547  1.19065  -4.05091  0.4363
H  2.45570  1.20131  -2.89959  0.5154
C  -3.45297  5.82662  -2.26360  -1.4798
C  -2.52836  4.90813  -1.51334  1.1633
C  -1.34646  4.44863  -2.08253  -1.1275
C  -0.50156  3.59864  -1.38505  -0.2682
C  -0.85503  3.17736  -0.11458  -0.2124
C  -2.00698  3.66236  0.48839  -0.4376
C  -2.83876  4.51786  -0.21109  -1.0033
S  0.23339  2.11883  0.82912  1.5006
O  1.52902  2.16049  0.15555  -0.7610
O  0.13781  2.59474  2.17959  -0.7077
N  -0.18621  0.56202  0.70153  1.3280
C  -1.00853  -0.04090  1.65442  -0.1495
C  -2.10774  0.58899  2.20816  -1.0106
C  -2.90211  -0.04383  3.17770  -1.0263
C  -2.62367  -1.30475  3.61627  -1.0024
C  -1.51319  -1.99645  3.09015  1.0467
C  -1.12476  -3.27883  3.53371  -0.9516
C  -0.00604  -3.85971  3.00978  -0.9482
C  0.71154  -3.17059  2.02153  -0.4814
N  0.36711  -1.99242  1.56424  0.0553
C  -0.71253  -1.38380  2.09023  0.9555
H  -3.03271  6.11744  -3.22487  0.3478
H  -3.64877  6.72935  -1.68361  0.3522
H  -4.41141  5.33724  -2.44599  0.3198
H  -1.07114  4.76891  -3.08006  0.3314
H  0.43843  3.27997  -1.80647  0.7346
H  -2.22164  3.39412  1.51424  0.6837
H  -3.73351  4.90410  0.26252  0.3977
H  -2.33809  1.60011  1.90773  0.1639
H  -3.74443  0.49520  3.59296  0.4089
H  -3.23265  -1.77576  4.37782  0.4150
H  -1.71666  -3.78200  4.28864  0.4389
H  0.32900  -4.83583  3.33307  0.4519
H  1.59607  -3.61692  1.57427  0.4986
S  0.05817  0.63839  -2.42833  -0.3233
C  -1.47869  -0.01707  -2.49532  0.2184
N  -2.18149  -0.16962  -3.63871  -0.1613
C  -3.41071  -0.92608  -3.41712  -0.4666
C  -3.55321  -0.86199  -1.88744  -0.6876
N  -2.23149  -0.41930  -1.47605  0.1700
H  -1.69965  -0.17616  -4.51994  0.2578
H  -3.30940  -1.95468  -3.76975  0.2408
H  -4.24909  -0.45353  -3.92680  0.3226
H  -3.79368  -1.82935  -1.45003  0.3389
H  -4.31277  -0.13756  -1.58311  0.3540
H  -1.92219  -0.35801  -0.52354  -0.2011
Te  1.68516  -2.09161  -1.76043  0.4063
C  0.09734  -3.28232  -2.45277  0.0752
C  -0.13723  -3.61239  -3.76137  -0.4340
C  -1.24102  -4.48211  -3.94273  -0.5683
C  -1.83769  -4.81880  -2.76612  -0.5444
S  -1.05597  -4.07141  -1.42941  -0.0187
H  0.48896  -3.24430  -4.56248  0.4302
H  -1.56675  -4.85245  -4.90445  0.3766
H  -2.68061  -5.47152  -2.60024  0.4183

Computed properties:
energy: -4574.26052 Ha
2S+1: 5
orbital gap (spin up / spin down): 0.2261 / 0.2103 Ha
E_HOMO (spin up / spin down): -5.935 / -7.433 eV
⟨S²⟩: 6.05
LUMO energy (spin up / spin down): 0.22 / -1.71 eV
maximum force: 1.4 eV/A